No. 1
The molecule C3H5N5 in a non-equilibrium geometry, computed with ωB97M-V/def2-TZVPD.

Geometry (Å):
C (0.184, -2.617, -0.504)
N (-0.816, -1.518, -0.597)
C (-0.396, -0.341, -0.258)
N (-1.365, 0.617, -0.121)
C (-0.906, 1.728, 0.423)
N (0.506, 1.798, 0.712)
N (1.488, 0.828, 0.437)
N (1.051, -0.200, -0.189)
H (0.440, -2.798, 0.666)
H (-0.077, -3.555, -1.047)
H (0.993, -2.291, -1.031)
H (-1.374, 2.777, 0.447)
H (0.665, 2.566, 1.319)

- SMILES string: C/N=c1/nc[nH]nn1
- Relative energy (zero: lowest compared OMol25 entry of this formula, charge and spin): 4.252 eV
- Net charge: 0
- Spin multiplicity: 1
- E: -390.9621 a.u.
- LUMO: -0.3 eV
- Highest occupied orbital energy: -8.85 eV



No. 2
A cluster of 15 separate species, C48H101N3O17 in total in a non-equilibrium geometry, computed with ωB97M-V/def2-TZVPD.

Geometry (Å):
N (1.433, -1.031, 4.489)
C (0.750, -1.168, 3.592)
C (-0.097, -1.324, 2.418)
O (0.616, -1.729, 1.255)
C (1.856, -2.318, 1.413)
O (1.974, -3.394, 1.910)
C (2.980, -1.555, 0.826)
C (3.759, -2.205, -0.128)
C (4.816, -1.537, -0.726)
C (5.113, -0.225, -0.390)
C (4.334, 0.412, 0.568)
C (3.270, -0.240, 1.171)
C (-0.915, -0.017, 2.158)
C (-1.007, 0.141, 0.704)
N (-1.108, 0.272, -0.416)
C (-0.258, 1.275, 2.737)
N (-0.466, 2.424, 1.848)
C (-2.356, -0.138, 2.716)
C (-3.428, 0.320, 1.741)
O (-3.695, 1.504, 1.705)
C (-4.110, -0.644, 0.840)
C (-3.879, -2.015, 0.906)
C (-4.509, -2.874, 0.015)
C (-5.367, -2.352, -0.943)
C (-5.597, -0.984, -1.014)
C (-4.972, -0.124, -0.125)
H (-0.810, -2.111, 2.652)
H (3.546, -3.224, -0.406)
H (5.415, -2.033, -1.474)
H (5.933, 0.281, -0.848)
H (4.548, 1.436, 0.834)
H (2.687, 0.280, 1.914)
H (-0.743, 1.469, 3.688)
H (0.811, 1.160, 2.849)
H (0.207, 3.134, 2.084)
H (-1.406, 2.788, 1.937)
H (-2.594, -1.145, 3.043)
H (-2.464, 0.502, 3.580)
H (-3.215, -2.434, 1.640)
H (-4.315, -3.931, 0.057)
H (-5.837, -3.034, -1.633)
H (-6.247, -0.584, -1.775)
H (-5.138, 0.937, -0.177)
C (-2.980, -0.492, -3.970)
C (-2.082, 0.590, -4.536)
O (-2.085, 1.742, -3.699)
H (-4.001, -0.122, -3.864)
H (-2.991, -1.374, -4.612)
H (-2.638, -0.786, -2.974)
H (-2.435, 0.902, -5.519)
H (-1.054, 0.224, -4.642)
H (-1.761, 1.462, -2.835)
C (-4.315, 3.481, -6.105)
C (-4.335, 2.565, -7.315)
O (-5.501, 2.794, -8.112)
H (-5.212, 3.334, -5.503)
H (-3.441, 3.296, -5.479)
H (-4.302, 4.528, -6.420)
H (-4.372, 1.521, -7.005)
H (-3.440, 2.709, -7.926)
H (-5.489, 3.710, -8.405)
C (-8.111, -0.067, -6.165)
C (-8.436, 0.331, -7.595)
O (-8.248, 1.726, -7.792)
H (-8.742, 0.488, -5.470)
H (-8.262, -1.136, -6.005)
H (-7.072, 0.174, -5.929)
H (-9.477, 0.110, -7.829)
H (-7.800, -0.224, -8.296)
H (-7.321, 1.919, -7.600)
C (9.254, 2.590, -2.050)
C (8.296, 2.003, -1.033)
O (8.257, 0.579, -1.123)
H (8.961, 2.290, -3.057)
H (9.272, 3.680, -2.003)
H (10.267, 2.219, -1.877)
H (7.279, 2.353, -1.214)
H (8.584, 2.300, -0.019)
H (9.148, 0.253, -0.959)
C (-1.601, -1.845, 7.413)
C (-1.778, -1.408, 5.976)
O (-1.517, -0.009, 5.835)
H (-2.257, -1.274, 8.071)
H (-1.812, -2.908, 7.540)
H (-0.571, -1.660, 7.726)
H (-2.799, -1.578, 5.633)
H (-1.097, -1.970, 5.325)
H (-0.612, 0.143, 6.135)
C (-0.118, 7.355, 3.218)
C (0.300, 6.269, 4.191)
O (0.543, 5.030, 3.520)
H (-1.013, 7.053, 2.674)
H (-0.323, 8.291, 3.740)
H (0.668, 7.538, 2.481)
H (-0.492, 6.077, 4.911)
H (1.197, 6.570, 4.741)
H (1.249, 5.183, 2.883)
C (-4.225, 4.817, 6.049)
C (-3.179, 5.816, 6.508)
O (-1.968, 5.173, 6.902)
H (-4.440, 4.102, 6.844)
H (-5.152, 5.320, 5.770)
H (-3.868, 4.252, 5.185)
H (-3.529, 6.367, 7.379)
H (-2.968, 6.537, 5.709)
H (-1.638, 4.684, 6.141)
C (0.312, -3.319, -6.486)
C (-0.953, -3.329, -5.648)
O (-2.044, -2.708, -6.323)
H (0.585, -2.297, -6.746)
H (1.143, -3.778, -5.948)
H (0.163, -3.869, -7.418)
H (-0.806, -2.766, -4.727)
H (-1.224, -4.356, -5.380)
H (-2.206, -3.196, -7.137)
C (2.219, -2.224, 8.789)
C (1.366, -2.932, 9.825)
O (1.263, -4.328, 9.540)
H (1.805, -2.376, 7.792)
H (2.275, -1.153, 8.977)
H (3.233, -2.636, 8.789)
H (0.352, -2.533, 9.806)
H (1.759, -2.805, 10.839)
H (2.152, -4.695, 9.561)
C (-6.643, -2.753, -10.133)
C (-6.167, -3.135, -8.743)
O (-7.260, -3.513, -7.909)
H (-7.355, -1.930, -10.076)
H (-5.808, -2.451, -10.767)
H (-7.151, -3.595, -10.611)
H (-5.677, -2.289, -8.263)
H (-5.449, -3.960, -8.798)
H (-7.694, -4.264, -8.324)
C (9.110, -1.150, -4.071)
C (10.520, -0.592, -4.099)
O (11.070, -0.500, -2.779)
H (8.471, -0.521, -3.452)
H (8.686, -1.207, -5.075)
H (9.102, -2.154, -3.639)
H (10.528, 0.417, -4.506)
H (11.171, -1.218, -4.716)
H (11.083, -1.388, -2.408)
C (0.724, 2.852, 7.423)
C (1.368, 1.917, 8.428)
O (1.571, 0.611, 7.884)
H (-0.234, 2.449, 7.092)
H (0.552, 3.839, 7.851)
H (1.361, 2.966, 6.541)
H (0.726, 1.789, 9.297)
H (2.327, 2.323, 8.767)
H (2.148, 0.701, 7.118)
C (14.209, 1.574, -2.676)
C (14.212, 1.090, -1.237)
O (12.931, 1.222, -0.630)
H (13.895, 2.617, -2.722)
H (15.200, 1.486, -3.123)
H (13.505, 0.990, -3.273)
H (14.899, 1.682, -0.635)
H (14.533, 0.043, -1.190)
H (12.313, 0.693, -1.146)
C (-6.985, -7.292, 1.771)
C (-6.066, -6.167, 1.334)
O (-6.132, -5.048, 2.214)
H (-8.015, -6.939, 1.827)
H (-6.939, -8.131, 1.075)
H (-6.706, -7.654, 2.764)
H (-6.357, -5.797, 0.352)
H (-5.032, -6.524, 1.271)
H (-5.868, -5.346, 3.090)

- Net charge: 0
- Spin multiplicity: 1
- E: -3332.7002 a.u.
- LUMO: 0.3 eV
- Highest occupied orbital energy: -9.37 eV